(1)
Entry from the Open Molecules 2025 dataset: a molecular structure, C45H53N3P2S3ScSi in a non-equilibrium geometry (ωB97M-V/def2-TZVPD).

Summary:
HOMO energy ... -9.9 eV
Lowest unoccupied orbital energy ... -2.40 eV
Frontier orbital gap ... 7.504 eV

```
! wB97M-V def2-TZVPD RIJCOSX def2/J DEFGRID3
* xyz 1 1
Sc -0.0187 -0.2497 -0.1868
C 2.9109 0.1790 -1.8616
P 1.2011 0.0448 -2.5676
C 1.4260 -0.8418 -4.1430
C 0.8184 -0.3920 -5.3126
C 0.9890 -1.0968 -6.4949
C 1.7506 -2.2558 -6.5122
C 2.3427 -2.7155 -5.3439
C 2.1741 -2.0191 -4.1583
C 0.7659 1.7305 -3.0965
C 1.6970 2.6407 -3.5888
C 1.2817 3.9012 -3.9852
C -0.0593 4.2563 -3.9037
C -0.9934 3.3485 -3.4278
C -0.5799 2.0898 -3.0167
C 3.0058 -0.6872 -0.6399
C 4.0250 -1.5064 -0.2236
C 3.6171 -2.0789 1.0111
C 2.3733 -1.5751 1.2949
C 1.4377 -1.8897 2.4238
P -0.1832 -2.2599 1.5985
C -1.4716 -2.1623 2.8776
C -2.3735 -3.1843 3.1578
C -3.3815 -2.9813 4.0901
C -3.5000 -1.7625 4.7384
C -2.6194 -0.7300 4.4427
C -1.6187 -0.9225 3.5059
C 0.0523 -4.0074 1.1720
C 0.2291 -4.3185 -0.1750
C 0.4737 -5.6255 -0.5670
C 0.5363 -6.6281 0.3882
C 0.3816 -6.3200 1.7339
C 0.1475 -5.0137 2.1306
N 1.9718 -0.7127 0.2835
H 3.0468 1.2365 -1.6114
H 3.6665 -0.1102 -2.5905
H 0.2222 0.5106 -5.3044
H 0.5279 -0.7337 -7.4039
H 1.8789 -2.8042 -7.4360
H 2.9397 -3.6180 -5.3591
H 2.6315 -2.3826 -3.2435
H 2.7415 2.3672 -3.6723
H 2.0066 4.6071 -4.3692
H -0.3742 5.2433 -4.2161
H -2.0400 3.6198 -3.3693
H -1.3024 1.3715 -2.6391
H 4.9544 -1.6840 -0.7427
H 4.1763 -2.7801 1.6104
H 1.3077 -1.0373 3.0920
H 1.7867 -2.7484 2.9952
H -2.2979 -4.1340 2.6456
H -4.0756 -3.7822 4.3098
H -4.2806 -1.6115 5.4726
H -2.7256 0.2266 4.9373
H -0.9457 -0.1120 3.2468
H 0.1807 -3.5218 -0.9092
H 0.6169 -5.8612 -1.6137
H 0.7086 -7.6531 0.0877
H 0.4503 -7.1026 2.4782
H 0.0478 -4.7765 3.1829
C -1.6905 -2.9157 -2.7042
C -2.4415 -2.2229 -1.6021
C -3.6988 -2.6372 -1.2136
C -4.3522 -1.9423 -0.1957
C -3.7714 -0.8298 0.3674
C -2.5109 -0.4161 -0.0906
N -1.8487 -1.1607 -1.0303
N -1.8084 0.6796 0.3359
Si -2.6520 2.1833 0.6404
C -3.9747 2.3900 -0.6924
C -1.3372 3.5180 0.4822
C -3.4270 2.2720 2.3574
H -2.1538 -2.6823 -3.6645
H -1.7176 -3.9971 -2.5731
H -0.6554 -2.5780 -2.7403
H -4.1519 -3.4914 -1.6961
H -5.3199 -2.2807 0.1523
H -4.2498 -0.2877 1.1702
H -3.6330 1.9754 -1.6445
H -4.2107 3.4443 -0.8485
H -4.9008 1.8764 -0.4279
H -1.0566 3.6852 -0.5589
H -0.4341 3.2217 1.0209
H -1.6932 4.4668 0.8932
H -4.1276 1.4535 2.5310
H -3.9761 3.2084 2.4808
H -2.6663 2.2263 3.1401
C 1.6576 5.3967 1.7121
C 2.7914 4.9013 0.8084
S 2.6170 3.2311 0.0862
C 3.6118 2.1786 1.1825
C 3.0774 2.0198 2.5952
S 1.2868 1.6578 2.6759
C 0.8602 2.5383 4.2133
C 0.4957 4.0015 3.9896
S 1.8795 5.0933 3.5041
H 0.6952 4.9966 1.4049
H 1.6122 6.4832 1.6304
H 3.7520 4.9451 1.3218
H 2.8417 5.5495 -0.0671
H 4.6264 2.5768 1.2208
H 3.6440 1.2155 0.6764
H 3.2222 2.9340 3.1599
H 3.6046 1.1973 3.0820
H 1.6894 2.4242 4.9104
H -0.0033 2.0088 4.6219
H 0.1232 4.4174 4.9273
H -0.2835 4.0913 3.2331
*
```


(2)
Entry from the Open Molecules 2025 dataset: a molecular structure, C45H54BrN5OS2SiY in a non-equilibrium geometry (ωB97M-V/def2-TZVPD).

Summary:
HOMO energy ... -9.4 eV
Energy above the lowest of the compared OMol25 structures with the same formula, charge and spin ... 130.6 kJ/mol
Lowest unoccupied orbital energy ... -4.58 eV
Frontier orbital gap ... 4.838 eV

```
! wB97M-V def2-TZVPD RIJCOSX def2/J DEFGRID3
* xyz 1 1
Y 1.7334 0.8056 -0.1918
Br -1.0560 -1.3533 -9.7979
C 0.6146 -1.6182 -8.9266
C 1.7894 -1.2820 -9.5848
C 2.9958 -1.4490 -8.9417
C 3.0280 -1.9073 -7.6205
C 1.8338 -2.2720 -6.9850
C 0.6328 -2.1405 -7.6421
N 4.2535 -2.1248 -7.0262
N 4.5477 -1.8909 -5.8580
C 3.8655 -1.0886 -4.9813
C 3.2467 0.1037 -5.3536
C 2.6756 0.9490 -4.4226
C 2.6419 0.6262 -3.0627
O 2.0714 1.3914 -2.1786
C 3.2750 -0.6034 -2.6524
N 3.2210 -0.9224 -1.3333
C 3.7965 -2.0378 -0.9279
C 4.4895 -2.8962 -1.7881
C 4.5531 -2.5955 -3.1248
C 3.9239 -1.4305 -3.5996
H 1.7570 -0.8980 -10.5921
H 3.9210 -1.1972 -9.4336
H 1.8620 -2.6871 -5.9876
H -0.2895 -2.4269 -7.1594
H 3.2441 0.3885 -6.3956
H 2.2222 1.8757 -4.7380
H 3.7118 -2.2739 0.1274
H 4.9575 -3.7858 -1.3957
H 5.0796 -3.2264 -3.8268
S 1.4513 -1.4956 1.8243
C -0.2100 -1.6977 2.0216
N -0.7114 -2.0597 3.2121
C -2.1221 -2.3583 3.3351
C -2.9061 -1.3590 2.4995
N -2.4418 -1.4409 1.1325
C -3.4322 -1.3467 0.0740
C -4.6090 -2.2509 0.3417
C -4.4109 -3.6275 0.3842
C -5.4736 -4.4785 0.6324
C -6.7423 -3.9630 0.8400
C -6.9489 -2.5960 0.7858
C -5.8853 -1.7420 0.5438
C -1.1181 -1.4606 0.9031
S -0.5161 -1.1386 -0.6388
C 0.1003 -2.0679 4.4200
C -0.2929 -3.1705 5.3623
C -0.8957 -2.8745 6.5770
C -1.2735 -3.8910 7.4360
C -1.0563 -5.2107 7.0819
C -0.4466 -5.5121 5.8742
C -0.0655 -4.4964 5.0172
H -2.4003 -2.3065 4.3881
H -2.3138 -3.3760 2.9753
H -2.7412 -0.3441 2.8873
H -3.9735 -1.5791 2.5223
H -2.9541 -1.6453 -0.8620
H -3.7658 -0.3090 -0.0277
H -3.4209 -4.0257 0.2168
H -5.3113 -5.5452 0.6622
H -7.5686 -4.6274 1.0370
H -7.9382 -2.1935 0.9368
H -6.0504 -0.6745 0.5066
H -0.0109 -1.0928 4.9120
H 1.1443 -2.1876 4.1229
H -1.0578 -1.8433 6.8580
H -1.7373 -3.6474 8.3787
H -1.3576 -6.0028 7.7493
H -0.2655 -6.5401 5.6027
H 0.4205 -4.7263 4.0799
C -0.6094 3.1578 -1.8403
C -0.9363 3.4631 -0.3732
C -1.4808 4.8915 -0.2825
C -2.0440 2.4759 0.0133
Si 0.6656 3.1961 0.7781
C 0.2054 3.0286 2.7072
C -0.4821 1.6899 3.0053
C -0.7361 4.1452 3.1627
C 1.4691 3.0576 3.5716
C 2.1242 4.5082 0.4749
C 2.2627 4.8323 -1.0163
C 3.4659 3.8999 0.9100
C 1.9030 5.8265 1.2246
H -1.5125 3.2630 -2.4405
H -0.2496 2.1282 -1.9595
H 0.1344 3.8328 -2.2481
H -2.3550 5.0001 -0.9232
H -0.7409 5.6138 -0.6101
H -1.7775 5.1369 0.7314
H -2.8547 2.5372 -0.7120
H -2.4623 2.6955 0.9925
H -1.6631 1.4495 0.0041
H -1.4458 1.6166 2.5085
H -0.6554 1.6084 4.0766
H 0.1441 0.8521 2.6961
H -1.7154 4.0253 2.7076
H -0.3582 5.1288 2.9074
H -0.8697 4.1085 4.2427
H 2.1536 2.2542 3.2896
H 1.2087 2.9161 4.6196
H 1.9825 4.0080 3.4947
H 2.3810 3.9256 -1.6093
H 3.1448 5.4534 -1.1740
H 1.4062 5.3902 -1.3843
H 3.6877 2.9882 0.3326
H 3.4858 3.6548 1.9680
H 4.2696 4.6108 0.7218
H 0.9521 6.2785 0.9531
H 2.6924 6.5343 0.9722
H 1.9201 5.6891 2.3017
*
```


Which formula does entry 2 have? C45H54BrN5OS2SiY